No. 1
A 9-piece molecular cluster, C39H102N12O15 overall at a distorted geometry. Source: OMol25; level of theory: ωB97M-V/def2-TZVPD.

CARTESIAN COORDINATES (ANGSTROEM)
H 0.765 -1.508 1.871
H 3.289 9.402 1.553
H -1.146 -1.024 -2.092
H 8.384 4.158 -4.595
H -2.682 -5.344 7.681
H -8.967 -3.093 2.320
H 2.399 0.821 -9.490
N -1.890 -0.587 -2.616
H 2.883 0.370 -4.194
N 0.644 -1.653 0.879
H -1.933 4.069 6.881
H -4.577 -3.911 5.904
H 8.022 3.980 -6.245
H 0.582 -5.160 -5.839
H -9.383 -0.888 3.416
C 0.383 -2.773 -4.426
N 4.502 5.350 -0.124
O -0.059 -3.844 3.670
H 6.044 3.370 -0.523
C 0.295 -4.271 -6.401
N 2.578 -0.601 5.319
O 4.944 -1.701 -4.415
H 3.659 -1.683 -2.815
H -0.795 -4.259 -6.401
C -2.515 5.785 5.647
H 3.076 -1.300 5.852
H 3.298 0.645 -2.568
H -0.120 -2.258 0.613
H 3.263 0.205 -10.819
H 1.718 -3.414 2.722
C -3.560 -4.004 6.285
H 5.348 5.493 -0.657
H -2.593 1.736 4.987
H -3.217 -0.472 2.031
H 0.557 -5.413 -8.214
H -0.041 2.552 1.661
H 5.663 1.262 -3.436
C -5.012 -2.392 1.920
H 0.541 -3.695 -3.867
H 5.195 -0.899 -2.456
H -1.586 6.227 5.286
C -6.369 -2.880 1.756
O 0.957 -1.261 -1.243
N -7.360 -1.792 2.126
H 5.209 -0.185 -0.033
N 0.680 -3.360 -8.616
C -0.840 1.829 1.498
C -8.769 -2.149 1.813
H -1.059 1.877 5.985
H -0.362 0.909 1.162
N 1.958 -0.084 0.348
C 2.972 -0.053 -9.801
C -4.688 5.983 5.043
C 5.958 2.489 -5.627
C 2.674 9.098 0.706
H -5.505 -5.603 9.447
C 0.904 -4.486 -7.757
H -5.310 6.643 4.438
H -1.968 -2.570 4.750
C -1.613 2.200 5.104
H 0.884 -2.585 -8.001
H 9.072 2.774 -5.450
H -4.826 -4.245 10.258
H -2.597 -3.198 -2.629
C 3.442 6.345 -0.371
H -3.421 -3.023 6.740
H -2.619 6.247 6.629
N -1.494 3.659 4.864
N 3.702 -1.441 3.704
H 5.445 3.406 -5.337
H 6.303 0.722 -0.827
C -3.560 -0.775 1.042
H -10.869 1.559 1.982
H -3.681 0.116 0.426
C -2.321 4.300 5.889
H -7.020 -1.092 1.483
H 2.014 0.118 5.750
O 7.186 2.344 -4.939
C 5.025 1.299 -5.245
H -4.262 -3.144 1.678
O -1.598 1.684 2.715
H -10.678 -1.426 2.406
H -3.794 -5.713 9.885
H -1.523 -4.914 2.680
H -4.275 -5.872 7.001
H 5.216 3.319 1.067
O -4.216 -4.239 8.460
H -8.833 -2.368 0.748
H 0.154 1.761 3.928
H 1.984 9.893 0.422
O -3.361 6.107 4.633
C 4.162 7.687 -0.414
C 1.182 -1.026 -0.075
O 2.035 -1.100 -9.761
H -6.691 -3.276 0.793
C 3.743 0.371 -3.524
O 2.171 0.120 3.165
C -4.580 -5.037 9.551
C -3.699 -5.049 7.425
H 3.174 3.807 0.334
C 3.987 3.981 -0.371
H -4.964 -2.185 2.989
C -9.853 1.267 2.249
H -1.028 0.378 4.074
H -4.149 -2.392 -3.031
C -9.653 -1.057 2.373
H 2.145 0.055 1.330
H 5.486 -3.599 -5.210
H 1.991 -4.450 -7.679
C -3.039 -1.078 -2.798
H -3.216 3.677 5.904
H -1.662 -4.614 5.696
N -2.557 -4.417 5.272
H 3.049 6.253 -1.384
O 3.283 8.815 -0.568
H 3.046 -2.469 -10.941
C -1.446 -3.911 3.100
H 4.185 1.532 -5.900
H -6.604 -3.717 2.413
O -4.907 -1.249 1.184
H -1.959 0.415 -2.730
C 4.429 -1.027 -3.221
H 0.922 -1.966 -3.929
H 4.563 -3.565 -3.701
H 2.196 8.180 1.048
H 6.092 1.036 0.940
H -5.005 6.124 6.076
H -0.689 -2.582 -4.373
C -0.891 1.455 3.980
H 3.695 3.726 -1.389
N 4.748 1.365 -3.854
O -3.960 -0.378 -3.225
O -9.468 0.133 1.593
H 4.745 7.775 -1.330
C 5.119 3.125 -0.001
H 3.946 -2.147 4.383
H 6.224 -3.124 -3.615
N -3.161 -2.383 -2.824
C 2.798 -0.547 3.996
C 5.592 0.835 -0.008
C 2.555 -2.343 -9.976
C 8.180 3.390 -5.342
H 2.037 -4.238 -9.973
H 6.080 2.565 -6.707
H 0.478 -4.241 1.705
C -2.423 -3.412 4.229
H -1.793 3.784 3.908
C 5.353 -3.070 -4.267
H -5.070 5.009 4.734
H 3.330 -2.502 -9.227
H 0.695 -3.221 -10.695
H 3.741 -0.323 -9.077
H 3.947 -1.436 2.724
H -3.361 -3.133 3.749
H -9.141 1.974 1.823
H -1.547 -3.184 2.294
H 2.221 0.516 -0.421
H 5.333 0.314 -5.595
H -9.622 1.280 3.314
H 4.980 7.771 0.302
H -2.686 -1.335 0.708
C 0.953 -4.190 2.684
C 1.444 -3.325 -9.910
O 4.659 1.775 -0.290
H 2.605 6.200 0.311
H 1.254 -5.157 3.088
H -1.465 2.289 0.733
O 0.829 -3.028 -5.837

Cartesian forces (eV/Å) of the 6 atoms listed first:
0.1 0.4 -0.3
0.8 0.3 -0.4
0.2 0.2 -0.1
-0.4 -0.3 0.6
0.0 -0.6 0.3
-0.2 0.0 0.2

## Properties
LUMO energy (eV): -0.034
SMILES: COCCNCCOC.COCCNCCOC.COCCNCCOC.COCCNCCOC.COCCNCCOC.COCCNCCOC.NC(N)=O.NC(N)=O.NC(N)=O
Orbital gap (eV): 7.9

Results of the Löwdin charge analysis, in e, for atoms 1 through 4: number 1, H, carries 0.10; number 2, H, carries 0.08; number 3, H, carries 0.08; number 4, H, carries 0.07



No. 2
C6H8N as an isolated structure at a distorted geometry. Source: OMol25; level of theory: ωB97M-V/def2-TZVPD.

CARTESIAN COORDINATES (ANGSTROEM)
C -0.413 -0.610 0.326
H -2.233 -2.610 2.146
H 3.326 0.395 -0.790
C 2.453 0.972 -1.098
H -3.153 -1.119 1.927
H -0.621 0.826 -1.332
C -0.076 0.729 -0.391
H 2.551 2.004 -0.760
H -0.244 1.583 0.269
H 2.391 0.963 -2.189
N 1.304 0.363 -0.531
C -2.543 -1.868 1.412
C -1.400 -1.204 0.831
C 1.150 -0.766 0.050
H -3.134 -2.345 0.629

Cartesian forces (eV/Å) of the 6 atoms listed first:
-2.0 -0.5 0.7
0.2 -0.1 0.1
-0.1 0.0 0.0
1.0 0.5 -0.5
0.0 0.0 0.0
0.1 -0.1 0.1

## Properties
LUMO energy (spin up / spin down) (eV): -5.927 / -5.822
Net charge: +1
Orbital gap (spin up / spin down) (eV): 7.7 / 7.9

Results of the natural (NBO) charge analysis, in e, for atoms 1 through 4: number 1, C, carries -0.31; number 2, H, carries 0.30; number 3, H, carries 0.26; number 4, C, carries -0.43



No. 3
A 3-piece molecular cluster, C6H10N2O overall. Source: OMol25; level of theory: ωB97M-V/def2-TZVPD.

CARTESIAN COORDINATES (ANGSTROEM)
C -0.212 0.076 -0.838
N -0.507 -0.569 -1.952
H 0.186 -0.533 -2.688
H 0.060 2.231 1.551
C 1.801 -2.172 0.555
C -0.219 0.553 0.297
C 0.538 -1.751 0.600
H 2.063 -3.218 0.390
N -0.897 3.299 -0.917
O -0.464 -2.667 0.234
H 0.039 3.474 -0.542
H -0.877 -1.503 -1.789
H -2.245 1.799 -1.279
C 0.118 1.141 1.590
H 2.613 -1.477 0.730
H 1.118 0.826 1.888
H -1.261 -2.415 0.711
H -0.583 0.789 2.347
C -1.272 2.117 -0.888

Cartesian forces (eV/Å) of the 6 atoms listed first:
0.0 0.0 0.4
0.0 -0.1 -0.3
0.0 0.0 0.1
0.0 -0.1 0.0
-0.1 0.0 0.0
0.1 -0.1 -0.4

## Properties
LUMO energy (spin up / spin down) (eV): 0.247 / 0.638
Orbital gap (spin up / spin down) (eV): 6.5 / 7.5

Results of the natural (NBO) charge analysis, in e, for atoms 1 through 4: number 1, C, carries 0.30; number 2, N, carries -0.81; number 3, H, carries 0.41; number 4, H, carries 0.23



No. 4
A 11-piece molecular cluster, C17H56N8O11 overall at a distorted geometry. Source: OMol25; level of theory: ωB97M-V/def2-TZVPD.

CARTESIAN COORDINATES (ANGSTROEM)
C -0.113 3.839 -0.628
H -0.549 -2.790 6.026
H -2.326 -0.425 -0.293
O 3.768 -2.068 2.004
N 0.319 -0.323 4.284
H -0.846 -3.241 2.165
H -4.038 0.969 1.849
C -3.190 2.149 -1.721
N -0.607 -1.171 -0.292
C -2.563 -3.141 1.204
H -4.213 2.283 2.879
O -2.433 1.056 2.822
C 1.604 -1.990 -2.541
O -3.654 -3.967 0.842
H 1.682 4.602 -1.381
N -1.309 -3.577 1.334
O 1.799 4.094 3.387
C 0.777 3.137 3.179
H 0.205 -1.354 6.527
H 1.151 2.357 2.544
H -0.426 -1.437 -1.261
H -1.196 -4.593 0.983
H 1.936 -1.214 1.447
H -0.546 2.833 -0.606
H 1.167 1.395 -0.345
H 2.290 4.186 2.610
H 1.936 -2.994 1.801
H 0.420 2.734 4.076
H 3.755 -2.706 2.708
C 2.524 -2.124 1.378
O 1.869 2.989 -0.436
H -0.473 -0.307 -3.971
H -2.079 -2.938 -1.667
H 1.874 3.114 -3.339
H -0.015 4.159 0.464
H 0.933 -2.767 -2.434
C 2.063 0.062 -3.913
H -0.642 -3.987 -1.419
N 0.762 0.455 -0.592
N -2.679 -1.883 1.555
H 2.697 -2.229 0.338
H 0.251 0.323 5.039
H 0.835 -1.622 -4.490
H 2.549 0.129 -0.524
H 0.497 2.106 -2.757
C 1.229 3.646 -1.300
H 5.727 -0.393 0.282
C 1.090 -1.069 -3.612
H 2.750 3.308 -0.352
C 4.027 0.650 0.540
H -2.972 2.474 1.590
C -3.081 -0.034 -2.868
O 3.242 1.356 1.395
H -1.907 -1.342 1.875
C -3.535 1.727 2.288
H 0.157 3.604 -3.391
H -2.649 -0.982 -3.028
H -1.437 -3.874 -2.835
N -0.167 -1.853 5.755
N 3.576 0.303 -0.603
H 3.007 -0.300 -4.374
C 0.947 3.104 -2.774
H -2.957 0.495 -3.817
N 5.340 0.420 0.627
H -2.767 2.524 -2.670
C -2.648 0.730 -1.608
C 0.061 -1.594 4.494
H 0.607 0.245 -1.553
H 0.210 -0.076 3.269
H -0.854 4.543 -1.027
H -4.088 -0.184 -2.662
H -1.179 -1.791 0.295
H 4.104 -0.240 -1.312
O -0.032 -0.659 -3.174
H -4.248 2.246 -1.714
H 1.738 0.755 -4.700
H -2.720 0.357 3.431
H -3.660 -1.482 1.441
H 1.908 -1.466 -1.602
H -0.084 3.593 2.803
C -1.668 -3.900 -1.808
H -3.294 -4.646 -2.018
C 0.004 -0.206 0.239
H 2.484 -2.392 -2.995
H 2.212 0.663 -3.006
O -0.139 0.167 1.588
H 5.878 0.784 1.450
O -3.052 0.197 -0.541
H -1.519 0.826 -1.542
H -2.719 2.911 -1.149
O -0.122 -2.352 3.367
O -2.564 -4.911 -1.528

Cartesian forces (eV/Å) of the 6 atoms listed first:
-1.5 0.5 1.7
0.8 1.4 -0.6
-1.3 0.4 0.4
1.0 0.5 0.3
0.6 0.7 -2.1
0.7 -0.1 0.4

## Properties
LUMO energy (eV): 0.177
SMILES: NC(N)=O.NC(N)=O.NC(N)=O.NC(N)=O.CC(C)O.CC(C)O.CC(C)O.CO.CO.CO.CO
Orbital gap (eV): 8.6

Results of the Löwdin charge analysis, in e, for atoms 1 through 4: number 1, C, carries -0.04; number 2, H, carries 0.15; number 3, H, carries 0.07; number 4, O, carries -0.10



Energy, respectively: -3332.38532 -287.72752 -419.07551 -1946.76101 Ha.